[1]
Here is a structure of composition C36H50BBaF4N4O14 from the Open Molecules 2025 dataset. Energies are from wB97M-V/def2-TZVPD.

## Properties
HOMO   -11.6 eV
LUMO level   -3.10 eV
Calculated total energy   -3123.6528 a.u.
ΔE to the lowest compared entry with this formula, charge and spin   0.0 kJ/mol

```
! wB97M-V def2-TZVPD RIJCOSX def2/J DEFGRID3
* xyz 1 1
Ba 1.652 3.079 0.179
B 0.883 0.101 -0.909
F 1.688 -0.821 -0.189
F 1.751 0.986 -1.542
F 0.038 -0.564 -1.782
F 0.137 0.809 0.041
C -2.711 0.254 2.809
C -3.672 0.860 3.618
C -4.875 1.236 3.015
C -5.121 0.948 1.686
C -4.165 0.333 0.895
C -2.946 0.019 1.455
N -6.428 1.318 1.113
O -6.493 1.405 -0.087
O -7.335 1.496 1.892
H -1.772 -0.088 3.229
H -3.503 1.144 4.646
H -5.673 1.676 3.599
H -4.335 0.125 -0.153
H -2.196 -0.503 0.879
C -3.579 -3.231 -4.322
C -4.332 -2.606 -5.312
C -3.952 -1.372 -5.830
C -2.811 -0.728 -5.323
C -2.076 -1.352 -4.332
C -2.418 -2.609 -3.861
N -2.330 0.554 -5.826
O -2.944 1.102 -6.711
O -1.342 1.009 -5.284
H -3.955 -4.145 -3.883
H -5.244 -3.011 -5.728
H -4.470 -0.827 -6.608
H -1.203 -0.916 -3.863
H -1.876 -3.096 -3.063
C -2.071 -3.026 -0.379
C -3.090 -3.976 -0.251
C -2.711 -5.201 0.249
C -1.408 -5.466 0.683
C -0.453 -4.468 0.644
C -0.805 -3.238 0.082
N -1.197 -6.780 1.282
O -0.265 -6.985 2.042
O -2.047 -7.629 1.061
H -2.255 -2.057 -0.834
H -4.088 -3.789 -0.616
H -3.466 -5.958 0.417
H 0.557 -4.657 0.988
H -0.072 -2.446 -0.001
C 2.755 -3.186 1.939
C 3.443 -4.195 1.274
C 3.449 -5.455 1.849
C 2.767 -5.673 3.047
C 2.191 -4.635 3.762
C 2.221 -3.371 3.188
N 2.582 -7.041 3.495
O 1.920 -7.179 4.502
O 3.107 -7.948 2.906
H 2.724 -2.263 1.371
H 3.939 -4.062 0.324
H 3.968 -6.254 1.337
H 1.703 -4.817 4.706
H 1.775 -2.520 3.687
C 0.240 2.879 -3.239
O 1.269 3.514 -2.499
C 2.409 3.762 -3.330
C 3.378 4.696 -2.600
O 3.727 4.087 -1.354
C 4.718 4.844 -0.685
H -0.360 3.607 -3.793
H -0.466 2.366 -2.585
H 0.533 2.101 -3.946
H 2.081 4.152 -4.294
H 2.932 2.816 -3.504
H 2.934 5.695 -2.548
H 4.299 4.781 -3.184
H 4.986 4.387 0.272
H 4.437 5.867 -0.422
H 5.667 4.757 -1.222
C -1.163 5.185 -0.901
O -0.862 3.866 -0.469
C -1.836 3.271 0.375
C -1.637 3.736 1.780
O -0.323 3.307 2.148
C 0.030 3.465 3.504
H -0.602 5.446 -1.795
H -1.014 5.903 -0.093
H -2.209 5.305 -1.203
H -1.672 2.195 0.298
H -2.844 3.475 0.003
H -2.295 3.202 2.474
H -1.780 4.820 1.834
H 0.898 2.877 3.804
H -0.787 3.128 4.149
H 0.258 4.504 3.756
C 1.552 0.275 2.783
O 2.387 1.146 2.048
C 3.764 0.750 2.138
C 4.651 1.802 1.442
O 4.248 1.980 0.091
C 4.660 0.947 -0.792
H 1.911 0.082 3.796
H 1.411 -0.658 2.233
H 0.543 0.679 2.881
H 3.843 -0.255 1.721
H 4.071 0.782 3.188
H 5.691 1.483 1.531
H 4.498 2.687 2.065
H 4.432 1.256 -1.808
H 4.106 0.035 -0.546
H 5.723 0.702 -0.705
*
```

Atomic partial charges in e from the Mulliken method, atoms 1 to 2:
1 Ba 0.9887
2 B -0.4909

---

[2]
Here is a structure of composition C32H34N6O11Sr2 from the Open Molecules 2025 dataset. Energies are from wB97M-V/def2-TZVPD.

## Properties
HOMO   -14.9 eV
LUMO level   -13.79 eV
Calculated total energy   -2455.0794 a.u.
ΔE to the lowest compared entry with this formula, charge and spin   931.7 kJ/mol

```
! wB97M-V def2-TZVPD RIJCOSX def2/J DEFGRID3
* xyz 4 1
N 3.532 4.044 5.233
H 3.641 4.403 6.171
H 2.925 3.237 5.220
H 4.346 3.842 4.671
H 3.063 4.792 4.741
Sr -2.882 6.836 4.825
Sr -4.017 2.086 8.159
C -0.791 1.358 2.022
C -2.157 1.959 2.344
O -2.283 2.393 3.635
H 0.048 1.855 2.510
H -0.611 1.392 0.948
H -0.694 0.284 2.180
H -2.878 1.191 2.066
H -2.345 2.771 1.641
C 2.143 4.418 -4.023
C 2.710 5.629 -4.261
C 3.657 5.759 -5.264
C 4.025 4.723 -6.059
C 3.419 3.495 -5.815
C 2.476 3.348 -4.836
N 4.973 4.949 -7.155
O 5.577 5.990 -7.243
O 5.009 4.140 -8.071
H 1.362 4.379 -3.277
H 2.390 6.496 -3.701
H 4.039 6.769 -5.289
H 3.664 2.626 -6.408
H 2.150 2.345 -4.605
C 1.902 -6.346 5.254
C 1.950 -5.084 4.639
C 3.131 -4.278 4.484
C 4.337 -4.838 5.031
C 4.267 -6.030 5.750
C 3.108 -6.788 5.780
N 5.569 -4.059 4.853
O 6.658 -4.570 4.695
O 5.463 -2.859 4.740
H 0.969 -6.861 5.431
H 1.081 -4.551 4.284
H 3.194 -3.402 3.856
H 5.133 -6.554 6.126
H 3.150 -7.735 6.297
C 4.845 -3.235 -0.966
C 3.508 -3.675 -1.098
C 3.296 -5.048 -1.025
C 4.329 -5.965 -0.798
C 5.640 -5.492 -0.707
C 5.919 -4.135 -0.795
N 4.062 -7.378 -0.929
O 2.913 -7.732 -1.005
O 4.947 -8.226 -0.794
H 5.113 -2.189 -0.964
H 2.743 -2.950 -1.334
H 2.256 -5.313 -1.145
H 6.398 -6.248 -0.568
H 6.940 -3.783 -0.780
C -3.181 -5.169 -2.926
C -3.018 -6.519 -2.568
C -2.967 -6.806 -1.204
C -3.259 -5.781 -0.271
C -3.477 -4.458 -0.681
C -3.591 -4.195 -2.012
N -3.365 -6.213 1.131
O -3.015 -7.436 1.538
O -3.803 -5.477 1.995
H -3.418 -4.905 -3.946
H -2.901 -7.275 -3.331
H -3.093 -7.844 -0.935
H -3.797 -3.711 0.029
H -3.887 -3.248 -2.439
C -9.624 8.504 -2.489
C -8.524 8.508 -3.251
C -7.372 8.348 -2.570
C -7.351 8.186 -1.169
C -8.538 8.016 -0.414
C -9.725 8.244 -1.134
N -5.996 8.288 -0.655
O -5.709 7.694 0.392
O -5.155 9.074 -1.226
H -10.555 8.686 -3.005
H -8.338 8.464 -4.313
H -6.572 8.534 -3.271
H -8.432 7.903 0.655
H -10.649 8.407 -0.600
*
```

Atomic partial charges in e from the Mulliken method, atoms 1 to 2:
1 N -0.5072
2 H 0.3848

---

[3]
Here is an isolated molecule of C2H3BrO3S from the Open Molecules 2025 dataset. Energies are from wB97M-V/def2-TZVPD.

## Properties
HOMO (spin up / spin down)   -9.0 / -9.0 eV
LUMO level (spin up / spin down)   -1.63 / -1.63 eV
Calculated total energy   -3275.7454 a.u.
ΔE to the lowest compared entry with this formula, charge and spin   379.6 kJ/mol

```
! wB97M-V def2-TZVPD RIJCOSX def2/J DEFGRID3
* xyz 0 1
C -1.618 -0.787 0.211
C 1.194 1.292 -0.742
O 1.222 -0.027 1.491
O 1.835 -1.359 -0.451
O -0.602 -0.724 -0.512
S 1.147 -0.176 0.020
Br 0.201 2.198 0.621
H -2.577 -0.786 -0.148
H -1.587 -0.823 1.282
H 0.784 1.193 -1.772
*
```

Atomic partial charges in e from the Mulliken method, atoms 1 to 2:
1 C -0.0158
2 C -0.3079

---

[4]
Here is a structure of composition C21H30AlNO2P2 from the Open Molecules 2025 dataset. Energies are from wB97M-V/def2-TZVPD.

## Properties
HOMO (spin up / spin down)   -13.1 / -13.1 eV
LUMO level (spin up / spin down)   -7.44 / -8.43 eV
Calculated total energy   -1947.9581 a.u.
ΔE to the lowest compared entry with this formula, charge and spin   553.4 kJ/mol

```
! wB97M-V def2-TZVPD RIJCOSX def2/J DEFGRID3
* xyz 2 1
Al -0.161 -0.096 -0.451
P -0.933 2.025 -1.139
C -0.461 1.646 -2.795
C 0.599 0.751 -3.056
N 0.936 -0.135 -2.029
C 2.079 -0.849 -2.088
C 2.911 -0.776 -3.190
C 2.539 -0.045 -4.315
C 1.368 0.688 -4.251
C 2.532 -1.642 -0.877
P 1.300 -2.198 0.363
H 0.945 1.181 -5.121
H 3.851 -1.316 -3.132
H 3.136 -0.115 -5.223
H 3.028 -2.557 -1.252
H 3.288 -1.033 -0.341
H -3.272 -2.253 -1.402
H -0.820 2.236 -3.662
H -4.420 -3.817 2.858
O -2.365 -1.977 -1.337
H -1.917 -2.730 -0.898
H -0.158 -1.275 0.552
O -3.656 -4.282 2.533
H -3.134 -3.559 2.129
C 0.955 -3.913 -0.082
H 1.881 -4.511 -0.087
H 0.268 -4.337 0.665
H 0.494 -3.966 -1.078
C 2.202 -2.296 1.930
H 1.572 -2.798 2.681
H 3.134 -2.876 1.822
H 2.455 -1.290 2.293
C -0.278 3.700 -0.823
H -1.037 4.431 -1.137
H -0.068 3.839 0.244
H 0.651 3.838 -1.395
C -2.714 2.126 -0.832
H -2.835 2.284 0.253
H -3.146 2.978 -1.383
H -3.215 1.187 -1.120
C -1.649 2.477 4.345
C -2.233 1.561 3.456
C -1.510 1.046 2.387
C -0.186 1.465 2.146
C 0.546 1.097 0.967
C 1.870 1.475 0.824
C 2.484 2.280 1.809
C 1.780 2.727 2.907
C 0.425 2.365 3.095
C -0.332 2.859 4.179
H -2.225 2.874 5.177
H -3.260 1.244 3.611
H -1.967 0.300 1.731
H 2.442 1.203 -0.069
H 3.531 2.551 1.665
H 2.262 3.352 3.663
H 0.149 3.539 4.884
*
```

Atomic partial charges in e from the Mulliken method, atoms 1 to 2:
1 Al -0.3673
2 P 1.2963

---

[5]
Here is a cluster of 2 separate species, CHClN2O2S in total from the Open Molecules 2025 dataset. Energies are from wB97M-V/def2-TZVPD.

## Properties
HOMO (spin up / spin down)   -10.9 / -10.9 eV
LUMO level (spin up / spin down)   -4.48 / -4.48 eV
Calculated total energy   -1156.8488 a.u.
ΔE to the lowest compared entry with this formula, charge and spin   436.6 kJ/mol

```
! wB97M-V def2-TZVPD RIJCOSX def2/J DEFGRID3
* xyz 0 1
C -2.160 -0.105 0.578
N -3.284 0.078 0.631
N 0.932 0.339 -0.979
O 1.558 0.179 1.533
O 1.157 -1.903 0.218
S 0.823 -0.545 0.541
Cl 0.659 2.023 -0.848
H 0.316 -0.066 -1.674
*
```

Atomic partial charges in e from the Mulliken method, atoms 1 to 2:
1 C -0.1239
2 N -0.2869

---

[6]
Here is a structure of composition C4H12F3Na2O2S2 from the Open Molecules 2025 dataset. Energies are from wB97M-V/def2-TZVPD.

## Properties
HOMO   -5.4 eV
LUMO level   2.16 eV
Calculated total energy   -1730.8073 a.u.

```
! wB97M-V def2-TZVPD RIJCOSX def2/J DEFGRID3
* xyz -1 1
Na -0.961 0.367 -1.101
Na -3.200 -1.291 -0.947
F -3.131 1.074 -0.786
F -1.209 -1.577 0.377
F -2.110 -0.857 -2.948
C 0.471 -2.021 -2.152
S 1.978 -1.106 -2.273
O 1.678 0.306 -1.904
C 2.695 -1.877 -0.808
H 0.677 -3.097 -2.143
H -0.236 -1.790 -2.954
H -0.051 -1.817 -1.206
H 2.614 -2.955 -0.921
H 2.114 -1.500 0.033
H 3.738 -1.580 -0.715
C -1.791 1.474 1.921
S -0.649 2.799 1.444
O -0.124 2.415 0.125
C 0.656 2.381 2.587
H -1.521 0.589 1.340
H -2.799 1.765 1.640
H -1.695 1.313 2.995
H 1.059 1.396 2.354
H 0.353 2.470 3.631
H 1.447 3.115 2.413
*
```

Atomic partial charges in e from the Mulliken method, atoms 1 to 2:
1 Na 0.7174
2 Na 0.8955

---

Which value of calculated total energy does entry 3 give? -3275.7454 a.u.

---

Number 5 is which compound? CHClN2O2S

---

Which of these has the highest calculated total energy? CHClN2O2S

---

Which value of calculated total energy does entry 6 give? -1730.8073 a.u.